Record 1
DFT (ωB97M-V with the def2-TZVPD basis set) results for a cluster of 11 separate species, C50H122N6O14 in total at a distorted geometry.

Last column: Löwdin charge in e.
Cartesian coordinates (Å):
C  10.735  -9.588  3.629  -0.04
C  10.611  -8.204  3.004  -0.52
C  11.414  -8.153  1.683  -0.01
C  9.141  -7.976  2.672  -0.14
C  8.722  -6.524  2.402  -0.17
C  9.235  -5.600  3.506  -0.14
C  10.698  -5.796  3.886  -0.52
C  11.597  -5.152  2.815  -0.02
C  10.920  -5.141  5.239  -0.04
N  10.981  -7.232  4.020  -0.08
O  12.331  -7.448  4.401  -0.04
H  9.986  -9.762  4.401  0.08
H  10.602  -10.354  2.859  0.09
H  11.733  -9.757  4.035  0.07
H  12.471  -8.007  1.921  0.07
H  11.291  -9.107  1.174  0.08
H  11.099  -7.337  1.037  0.07
H  8.851  -8.522  1.765  0.12
H  8.497  -8.411  3.445  0.12
H  9.054  -6.194  1.416  0.10
H  7.631  -6.534  2.406  0.11
H  8.570  -5.710  4.366  0.12
H  9.128  -4.577  3.128  0.12
H  11.692  -4.084  3.032  0.08
H  11.162  -5.248  1.820  0.07
H  12.595  -5.585  2.805  0.08
H  10.444  -5.747  6.016  0.09
H  10.502  -4.135  5.249  0.09
H  11.974  -5.144  5.522  0.06
H  12.300  -7.442  5.364  0.05
C  17.972  -22.130  -1.038  -0.03
C  18.345  -21.742  0.406  -0.54
C  18.154  -22.987  1.262  -0.04
C  19.830  -21.392  0.420  -0.14
C  20.115  -20.036  -0.232  -0.18
C  19.307  -18.982  0.519  -0.14
C  17.813  -19.256  0.581  -0.52
C  17.206  -18.373  1.665  -0.03
C  17.165  -18.874  -0.765  -0.01
N  17.575  -20.649  0.943  -0.08
O  16.190  -20.925  0.913  -0.02
H  18.492  -23.045  -1.329  0.08
H  16.901  -22.316  -1.145  0.09
H  18.189  -21.358  -1.777  0.06
H  18.444  -22.728  2.289  0.08
H  17.105  -23.281  1.299  0.08
H  18.776  -23.830  0.968  0.09
H  20.218  -21.326  1.442  0.12
H  20.312  -22.235  -0.080  0.12
H  21.187  -19.843  -0.145  0.11
H  19.926  -20.129  -1.304  0.10
H  19.479  -18.039  -0.010  0.12
H  19.740  -18.921  1.523  0.12
H  17.662  -18.513  2.649  0.09
H  16.132  -18.523  1.779  0.07
H  17.351  -17.330  1.372  0.06
H  17.107  -17.793  -0.882  0.08
H  16.138  -19.246  -0.744  0.08
H  17.670  -19.369  -1.591  0.07
H  15.946  -21.020  1.845  0.06
C  12.578  -16.685  4.672  -0.03
C  13.817  -15.988  4.127  -0.51
C  15.027  -16.637  4.845  -0.01
C  13.943  -16.298  2.628  -0.11
C  14.928  -15.328  1.980  -0.18
C  14.654  -13.859  2.242  -0.13
C  14.494  -13.544  3.722  -0.49
C  15.849  -13.473  4.449  -0.01
C  13.780  -12.191  3.841  -0.01
N  13.645  -14.567  4.339  -0.10
O  13.313  -14.266  5.678  -0.01
H  11.650  -16.153  4.458  0.10
H  12.492  -17.668  4.199  0.06
H  12.618  -16.823  5.754  0.06
H  15.977  -16.494  4.331  0.07
H  15.094  -16.265  5.874  0.06
H  14.849  -17.711  4.954  0.08
H  14.434  -17.264  2.506  0.09
H  12.966  -16.245  2.147  0.13
H  15.957  -15.491  2.323  0.08
H  15.028  -15.485  0.900  0.12
H  13.822  -13.435  1.679  0.12
H  15.555  -13.323  1.917  0.13
H  16.340  -12.522  4.204  0.09
H  16.556  -14.172  3.996  0.06
H  15.821  -13.541  5.536  0.07
H  12.709  -12.320  3.986  0.09
H  14.083  -11.492  3.065  0.07
H  14.099  -11.703  4.773  0.06
H  14.183  -14.277  6.113  0.05
C  9.549  -22.049  7.110  -0.14
O  10.476  -21.877  6.085  -0.21
C  9.896  -21.759  4.786  -0.21
C  11.040  -21.754  3.802  -0.22
N  11.716  -20.471  3.812  -0.06
C  13.059  -20.429  3.262  -0.18
C  14.101  -20.977  4.224  -0.21
O  15.367  -20.886  3.616  -0.23
C  16.413  -21.374  4.441  -0.09
H  9.990  -21.906  8.093  0.08
H  9.037  -23.023  7.072  0.09
H  8.711  -21.332  7.030  0.09
H  9.330  -20.823  4.720  0.13
H  9.261  -22.636  4.621  0.12
H  10.622  -21.983  2.813  0.12
H  11.725  -22.571  4.063  0.12
H  11.541  -19.979  4.675  0.09
H  13.283  -19.381  3.055  0.10
H  12.993  -21.011  2.342  0.13
H  13.878  -22.032  4.439  0.13
H  14.043  -20.414  5.164  0.12
H  17.353  -20.922  4.139  0.08
H  16.467  -22.467  4.352  0.09
H  16.220  -21.171  5.499  0.09
C  11.404  -11.463  6.617  -0.11
O  10.787  -10.698  7.626  -0.17
C  11.007  -9.309  7.520  -0.22
C  12.466  -8.910  7.428  -0.23
N  12.647  -7.469  7.609  -0.05
C  14.061  -7.146  7.827  -0.20
C  14.291  -5.664  7.767  -0.24
O  13.807  -5.059  8.945  -0.18
C  14.070  -3.679  8.970  -0.12
H  11.116  -12.509  6.710  0.09
H  12.495  -11.425  6.689  0.06
H  11.103  -11.149  5.610  0.06
H  10.598  -8.911  8.459  0.13
H  10.382  -8.821  6.756  0.12
H  12.935  -9.326  6.534  0.11
H  12.981  -9.420  8.263  0.13
H  12.151  -7.231  8.463  0.12
H  14.632  -7.632  7.030  0.13
H  14.455  -7.586  8.755  0.13
H  13.770  -5.239  6.900  0.11
H  15.367  -5.462  7.636  0.13
H  13.444  -3.181  9.707  0.09
H  13.919  -3.219  7.987  0.09
H  15.115  -3.504  9.266  0.09
C  11.949  -19.221  7.803  -0.12
O  12.784  -18.783  8.832  -0.18
C  13.128  -17.398  8.767  -0.21
C  13.368  -16.999  10.210  -0.18
N  13.771  -15.607  10.435  -0.06
C  12.887  -14.628  9.813  -0.20
C  11.455  -14.640  10.354  -0.21
O  11.513  -14.752  11.765  -0.20
C  10.382  -14.232  12.416  -0.11
H  10.972  -18.717  7.771  0.10
H  11.776  -20.275  8.022  0.08
H  12.366  -19.139  6.790  0.07
H  12.327  -16.827  8.288  0.11
H  14.047  -17.313  8.173  0.12
H  14.124  -17.665  10.626  0.13
H  12.430  -17.244  10.732  0.12
H  13.710  -15.476  11.438  0.11
H  12.818  -14.758  8.730  0.11
H  13.265  -13.615  9.970  0.12
H  10.866  -15.467  9.936  0.12
H  10.978  -13.694  10.073  0.12
H  10.175  -13.196  12.117  0.09
H  10.612  -14.229  13.478  0.09
H  9.478  -14.809  12.188  0.09
C  15.232  -8.749  2.789  -0.17
O  16.262  -8.572  1.831  -0.11
H  15.604  -9.288  3.674  0.08
H  14.840  -7.821  3.218  0.07
H  14.424  -9.323  2.343  0.06
H  16.817  -7.840  2.107  0.07
C  19.219  -11.763  5.628  -0.15
O  19.880  -10.514  5.447  -0.12
H  18.842  -11.837  6.654  0.06
H  18.361  -11.735  4.963  0.06
H  19.878  -12.602  5.405  0.07
H  20.672  -10.496  5.989  0.07
C  19.109  -15.350  3.043  -0.17
O  19.605  -14.030  2.976  -0.11
H  19.880  -16.119  3.196  0.08
H  18.492  -15.415  3.939  0.07
H  18.556  -15.651  2.150  0.06
H  20.208  -13.942  2.233  0.08
C  16.752  -14.971  8.580  -0.13
O  15.423  -14.932  8.054  -0.17
H  17.473  -14.537  7.895  0.07
H  16.746  -14.411  9.521  0.08
H  17.021  -15.998  8.844  0.08
H  14.844  -15.132  8.803  0.01
C  16.036  -11.490  8.311  -0.14
O  15.175  -11.195  7.232  -0.12
H  15.620  -12.226  8.999  0.07
H  16.999  -11.863  7.937  0.06
H  16.297  -10.555  8.804  0.08
H  14.976  -11.973  6.704  0.03

Results
E: -3359.82309 hartree
Net charge: 0
Frontier orbital gap: 8.52 eV
SMILES: CC1(C)CCCC(C)(C)N1O.CC1(C)CCCC(C)(C)N1O.CC1(C)CCCC(C)(C)N1O.COCCNCCOC.COCCNCCOC.COCCNCCOC.CO.CO.CO.CO.CO
HOMO: -0.293 Eh
ΔE to the lowest compared entry with this formula, charge and spin: 0.000 eV

---

Record 2
DFT (ωB97M-V with the def2-TZVPD basis set) results for a cluster of 10 separate species, C50H130N10O15 in total at a distorted geometry.

Last column: Löwdin charge in e.
Cartesian coordinates (Å):
C  5.061  -1.151  -1.945  -0.06
O  4.681  -0.105  -0.995  -0.23
C  5.836  0.626  -0.624  -0.22
C  5.400  1.739  0.292  -0.44
C  4.735  2.933  -0.383  -0.05
N  6.534  2.112  1.151  0.04
H  4.278  -1.890  -2.073  0.06
H  5.950  -1.588  -1.551  0.07
H  5.298  -0.697  -2.957  0.11
H  6.437  -0.084  -0.048  0.12
H  6.388  0.912  -1.527  0.13
H  4.662  1.321  0.981  0.10
H  4.175  3.586  0.339  0.09
H  4.109  2.698  -1.238  0.05
H  5.472  3.616  -0.843  0.08
H  7.208  2.682  0.635  0.08
H  6.161  2.722  1.883  0.07
C  -4.581  1.204  -2.401  -0.12
O  -4.124  1.715  -3.623  -0.19
C  -4.262  0.741  -4.675  -0.20
C  -3.671  1.264  -5.981  -0.44
C  -4.366  2.552  -6.495  -0.05
N  -3.696  0.231  -7.016  0.04
H  -4.002  0.262  -2.243  0.08
H  -5.629  0.982  -2.414  0.08
H  -4.350  1.881  -1.553  0.10
H  -3.914  -0.241  -4.356  0.10
H  -5.326  0.661  -4.954  0.13
H  -2.656  1.517  -5.826  0.11
H  -3.936  2.921  -7.440  0.08
H  -4.212  3.306  -5.703  0.07
H  -5.473  2.407  -6.607  0.09
H  -4.570  -0.311  -7.010  0.08
H  -2.987  -0.483  -6.951  0.04
C  -0.966  0.431  4.720  -0.08
O  -0.125  1.505  4.296  -0.21
C  1.170  1.112  3.825  -0.20
C  1.939  2.340  3.387  -0.41
C  2.245  3.344  4.463  -0.07
N  1.199  3.100  2.317  0.07
H  -1.830  0.851  5.216  0.07
H  -0.380  -0.157  5.443  0.08
H  -1.177  -0.201  3.808  0.09
H  1.623  0.673  4.716  0.12
H  1.171  0.321  3.043  0.12
H  2.891  1.977  3.000  0.10
H  2.613  2.848  5.402  0.09
H  1.417  3.965  4.796  0.08
H  3.026  3.946  4.051  0.06
H  1.359  2.686  1.413  0.02
H  0.212  2.984  2.533  0.04
C  3.782  3.243  -8.605  -0.13
O  3.146  2.409  -7.696  -0.18
C  3.585  2.672  -6.384  -0.23
C  2.853  1.734  -5.458  -0.44
C  3.032  2.014  -3.982  -0.05
N  3.285  0.373  -5.804  0.07
H  3.625  2.827  -9.600  0.09
H  4.860  3.338  -8.465  0.09
H  3.342  4.228  -8.470  0.09
H  4.642  2.446  -6.257  0.13
H  3.381  3.719  -6.054  0.14
H  1.793  1.805  -5.712  0.12
H  2.656  1.176  -3.386  0.07
H  2.454  2.884  -3.710  0.06
H  4.079  2.215  -3.713  0.08
H  2.864  -0.298  -5.215  0.02
H  2.989  0.152  -6.750  0.07
C  -0.379  0.554  -3.837  -0.07
O  0.001  0.976  -2.513  -0.20
C  -0.010  -0.210  -1.683  -0.18
C  0.322  0.098  -0.219  -0.44
C  -0.768  1.036  0.396  -0.03
N  1.583  0.650  0.007  0.06
H  -1.457  0.284  -3.806  0.09
H  0.224  -0.330  -4.123  0.08
H  -0.174  1.330  -4.540  0.07
H  -1.002  -0.635  -1.767  0.09
H  0.734  -0.955  -2.027  0.10
H  0.252  -0.900  0.251  0.12
H  -0.741  1.117  1.473  0.04
H  -1.762  0.589  0.131  0.08
H  -0.721  2.060  0.008  0.06
H  1.727  1.553  -0.543  0.12
H  2.325  -0.047  -0.190  0.07
C  -4.621  -3.972  7.013  -0.09
O  -4.296  -2.737  6.358  -0.21
C  -4.414  -1.690  7.286  -0.26
C  -3.858  -0.418  6.729  -0.20
N  -4.453  0.134  5.500  -0.05
C  -4.355  -0.714  4.294  -0.21
C  -4.677  0.138  3.137  -0.27
O  -5.367  -0.621  2.216  -0.18
C  -5.520  -0.055  0.923  -0.09
H  -4.243  -3.989  8.062  0.10
H  -4.161  -4.737  6.402  0.08
H  -5.689  -4.183  7.009  0.08
H  -3.895  -1.868  8.248  0.12
H  -5.481  -1.674  7.538  0.13
H  -2.806  -0.515  6.467  0.09
H  -3.954  0.368  7.492  0.13
H  -5.451  0.426  5.591  0.13
H  -4.919  -1.634  4.238  0.11
H  -3.304  -1.043  4.247  0.10
H  -3.706  0.506  2.720  0.13
H  -5.235  1.012  3.347  0.11
H  -5.891  -0.773  0.238  0.08
H  -4.545  0.175  0.520  0.06
H  -6.211  0.784  0.925  0.09
C  0.378  -5.078  2.846  -0.08
O  -0.602  -4.439  1.989  -0.21
C  -0.704  -3.018  2.163  -0.21
C  -1.895  -2.412  1.360  -0.20
N  -1.682  -2.762  -0.017  -0.05
C  -2.872  -2.585  -0.873  -0.15
C  -2.434  -3.015  -2.270  -0.26
O  -3.503  -2.641  -3.072  -0.19
C  -3.265  -3.059  -4.406  -0.09
H  0.149  -5.001  3.967  0.10
H  1.410  -4.799  2.616  0.07
H  0.333  -6.152  2.648  0.08
H  0.250  -2.588  1.826  0.10
H  -0.799  -2.829  3.237  0.10
H  -1.994  -1.342  1.578  0.09
H  -2.831  -2.865  1.842  0.14
H  -1.320  -3.713  -0.165  0.11
H  -3.034  -1.524  -0.888  0.09
H  -3.695  -3.144  -0.533  0.11
H  -2.185  -4.083  -2.361  0.13
H  -1.530  -2.539  -2.627  0.08
H  -2.792  -4.036  -4.336  0.08
H  -2.481  -2.452  -4.875  0.06
H  -4.204  -3.039  -4.964  0.10
C  -2.712  4.150  2.652  -0.11
O  -2.772  5.305  1.888  -0.19
C  -1.535  5.917  1.748  -0.25
C  -1.629  7.139  0.804  -0.19
N  -1.577  6.882  -0.618  -0.06
C  -2.522  5.937  -1.166  -0.23
C  -2.279  5.715  -2.645  -0.20
O  -0.972  5.246  -2.958  -0.20
C  -0.635  3.925  -2.642  -0.12
H  -2.145  4.400  3.545  0.09
H  -2.215  3.332  2.153  0.07
H  -3.701  3.891  2.962  0.08
H  -0.766  5.268  1.302  0.11
H  -1.077  6.118  2.731  0.12
H  -0.816  7.795  1.080  0.11
H  -2.571  7.651  1.003  0.12
H  -0.653  6.734  -1.024  0.12
H  -3.551  6.293  -1.066  0.12
H  -2.603  4.976  -0.601  0.11
H  -2.275  6.698  -3.162  0.13
H  -3.018  5.084  -3.148  0.12
H  -0.442  3.757  -1.560  0.08
H  0.302  3.814  -3.151  0.07
H  -1.369  3.137  -2.863  0.08
C  -0.102  -1.802  -6.564  -0.07
O  1.057  -1.943  -5.684  -0.24
C  0.840  -3.051  -4.757  -0.21
C  2.073  -3.222  -3.957  -0.22
N  2.125  -4.474  -3.215  -0.05
C  1.346  -4.478  -1.990  -0.18
C  1.848  -3.484  -0.903  -0.22
O  3.169  -3.839  -0.642  -0.19
C  3.747  -3.136  0.435  -0.08
H  -0.107  -2.703  -7.157  0.09
H  0.152  -0.894  -7.113  0.09
H  -1.004  -1.563  -6.028  0.04
H  0.651  -3.927  -5.375  0.12
H  -0.087  -2.894  -4.146  0.11
H  2.177  -2.392  -3.281  0.08
H  2.937  -3.159  -4.622  0.14
H  3.102  -4.699  -2.992  0.12
H  1.435  -5.499  -1.590  0.13
H  0.328  -4.218  -2.202  0.09
H  1.201  -3.700  -0.038  0.11
H  1.662  -2.434  -1.224  0.10
H  4.768  -3.488  0.467  0.10
H  3.240  -3.412  1.346  0.07
H  3.663  -2.054  0.244  0.07
C  4.085  -0.391  2.653  -0.10
O  3.805  -1.639  3.246  -0.19
C  4.759  -2.113  4.073  -0.29
C  4.302  -3.531  4.446  -0.15
N  2.897  -3.615  4.991  -0.04
C  2.608  -2.977  6.282  -0.22
C  1.287  -3.486  6.753  -0.23
O  0.261  -2.910  5.917  -0.24
C  -1.038  -3.361  6.223  -0.13
H  3.322  -0.069  1.931  0.07
H  5.055  -0.477  2.173  0.08
H  4.220  0.435  3.411  0.11
H  4.905  -1.457  4.958  0.13
H  5.783  -2.079  3.738  0.12
H  5.020  -3.941  5.148  0.11
H  4.357  -4.109  3.520  0.10
H  2.314  -3.135  4.303  0.09
H  2.631  -1.895  6.209  0.11
H  3.367  -3.314  7.049  0.14
H  1.115  -3.200  7.836  0.14
H  1.218  -4.603  6.664  0.13
H  -1.387  -2.781  7.114  0.10
H  -1.005  -4.436  6.492  0.09
H  -1.751  -3.288  5.368  0.09

Results
E: -3658.80628 hartree
Net charge: 0
Frontier orbital gap: 8.76 eV
SMILES: COC[C@H](C)N.COC[C@H](C)N.COC[C@H](C)N.COC[C@H](C)N.COC[C@H](C)N.COCCNCCOC.COCCNCCOC.COCCNCCOC.COCCNCCOC.COCCNCCOC
HOMO: -0.297 Eh
ΔE to the lowest compared entry with this formula, charge and spin: 1.182 eV

---

Respective LUMO values: 0.54; 0.67 eV.